# C15H22FN4PdS2Si

A structure of composition C15H22FN4PdS2Si (ωB97M-V/def2-TZVPD, the OMol25 dataset).

The geometry in XYZ format:
```
46
Properties=species:S:1:pos:R:3:lowdin_charge:R:1
Pd 1.025 0.878 -0.350 0.42
S 1.279 4.727 -2.521 0.94
S 2.518 2.119 1.288 0.46
Si 1.451 -2.414 -0.787 0.34
F -1.818 0.587 -0.432 0.00
N 1.027 2.196 -2.319 -0.09
N 0.030 3.164 0.847 -0.03
N 0.168 -1.368 -0.399 -0.11
N 0.022 1.418 2.279 -0.01
C -0.241 2.718 -2.460 -0.26
C 1.627 -2.498 -2.666 -0.20
C -2.490 -2.771 1.811 -0.14
C -3.470 -1.791 1.737 -0.15
C -0.966 -1.528 0.307 -0.35
C -0.302 4.063 -2.593 -0.43
C -1.292 -2.649 1.127 -0.05
C -1.237 3.282 1.558 -0.17
C -1.315 1.992 2.392 -0.17
C 1.919 3.133 -2.343 -0.50
C -2.003 -0.551 0.300 -0.26
C 0.793 2.070 1.295 -1.02
C 1.315 -4.233 -0.256 -0.21
C -3.203 -0.665 0.960 -0.08
C 3.105 -1.812 -0.115 -0.20
H 0.384 -4.679 -0.624 0.02
H 3.163 -1.969 0.966 0.02
H 2.482 -3.123 -2.945 0.01
H -0.551 -3.428 1.219 0.07
H 0.089 0.412 2.265 0.11
H 3.962 -2.311 -0.583 0.02
H -1.087 2.047 -2.435 0.10
H 2.980 2.973 -2.226 0.07
H -2.087 1.319 2.017 0.08
H -4.414 -1.894 2.259 0.08
H 1.338 -4.350 0.831 0.01
H -3.936 0.127 0.855 0.11
H -2.068 3.349 0.853 0.10
H -2.664 -3.651 2.422 0.09
H 0.567 4.002 0.702 0.09
H -1.536 2.216 3.439 0.10
H -1.257 4.169 2.199 0.10
H 0.729 -2.923 -3.124 0.02
H -1.167 4.696 -2.708 0.06
H 1.779 -1.499 -3.085 0.01
H 2.148 -4.811 -0.671 0.02
H 3.204 -0.740 -0.288 -0.02
```

Results
- Net charge: -1
- Kohn-Sham gap: 5.7 eV
- Lowest unoccupied orbital energy: 2.459 eV
- DFT total energy: -2117.507208 Eh


# C21H25NO4S

An isolated molecule of C21H25NO4S (ωB97M-V/def2-TZVPD, the OMol25 dataset).

The geometry in XYZ format:
```
52
Properties=species:S:1:pos:R:3:lowdin_charge:R:1
S -2.224 2.570 -0.603 0.92
O 0.902 -0.294 -1.663 0.08
O 0.866 -2.443 -0.994 0.06
O 4.120 -3.206 -0.337 0.07
O -1.462 -2.175 0.208 0.13
N 3.375 -1.073 -0.288 0.08
C -1.972 -0.179 -0.751 -0.15
C 1.666 4.018 -0.536 -0.19
C 1.362 2.572 1.491 -0.19
C 3.316 -2.362 -0.662 -0.46
C 2.317 2.979 0.373 -0.20
C 2.134 -2.686 -1.592 -0.05
C -1.013 -1.152 -0.577 -0.10
C -5.227 -0.837 1.039 -0.08
C -4.377 -0.107 0.240 -0.02
C -3.583 -2.592 1.370 0.01
C 3.865 -0.377 2.004 -0.16
C -4.836 -2.061 1.593 -0.08
C -3.105 -0.626 -0.004 -0.11
C 0.331 -1.231 -1.131 -0.41
C 0.368 3.466 -1.121 -0.22
C -2.723 -1.859 0.564 -0.19
C 4.129 0.679 2.750 -0.01
C -0.573 3.076 0.008 -0.59
C 4.396 -0.587 0.618 -0.18
C 0.062 2.025 0.904 -0.21
C -1.895 1.047 -1.574 -0.37
H -3.274 -3.533 1.796 0.12
H 2.575 2.098 -0.218 0.10
H 1.830 1.813 2.121 0.08
H 0.284 1.136 0.312 0.09
H -0.822 3.963 0.600 0.11
H -0.928 1.142 -2.059 0.07
H -5.534 -2.601 2.214 0.10
H 3.246 -1.182 2.377 0.11
H 1.141 3.441 2.116 0.12
H -4.668 0.842 -0.181 0.10
H 2.348 4.287 -1.345 0.11
H 4.749 1.484 2.391 0.06
H -0.108 4.210 -1.763 0.11
H 3.238 3.381 0.800 0.11
H 2.157 -3.752 -1.821 0.14
H -6.217 -0.463 1.247 0.10
H 4.826 0.338 0.223 0.12
H 2.683 -0.420 -0.631 0.11
H 3.754 0.777 3.754 0.06
H -0.629 1.743 1.701 0.12
H -2.687 1.041 -2.325 0.09
H 1.453 4.923 0.038 0.12
H 0.603 2.588 -1.727 0.10
H 2.229 -2.092 -2.510 0.14
H 5.170 -1.362 0.646 0.12
```

Results
- Energy above the lowest of the compared OMol25 structures with the same formula, charge and spin: 0.00 kcal per mole
- Kohn-Sham gap: 8.5 eV
- Lowest unoccupied orbital energy: -0.165 eV
- DFT total energy: -1569.146635 Eh


# C4H6O

An isolated molecule of C4H6O (ωB97M-V/def2-TZVPD, the OMol25 dataset).

The geometry in XYZ format:
```
11
Properties=species:S:1:pos:R:3:lowdin_charge:R:1
O 0.067 1.891 0.968 0.05
C 0.596 -0.844 -1.028 -0.09
C -0.416 -0.052 -0.341 -0.31
C 0.261 0.726 0.700 -0.25
C -0.585 -1.499 -0.260 -0.07
H -1.338 -2.055 -0.759 0.09
H 0.877 0.138 1.467 0.15
H 1.522 -1.032 -0.621 0.08
H 0.535 -0.803 -2.087 0.10
H -0.201 -1.890 0.745 0.13
H -1.067 0.520 -0.909 0.13
```

Results
- Energy above the lowest of the compared OMol25 structures with the same formula, charge and spin: 22.43 kcal per mole
- Kohn-Sham gap: 10.8 eV
- Lowest unoccupied orbital energy: 1.103 eV
- DFT total energy: -231.187972 Eh


# C29H38BaNO3P2Si

A structure of composition C29H38BaNO3P2Si (ωB97M-V/def2-TZVPD, the OMol25 dataset).

The geometry in XYZ format:
```
75
Properties=species:S:1:pos:R:3:lowdin_charge:R:1
Ba 0.441 1.268 -1.591 1.77
P 2.499 -1.042 -1.123 0.78
P -2.548 0.574 -2.251 0.77
Si -0.095 0.632 2.256 0.38
O -0.004 3.807 -2.486 -0.20
O -0.121 0.884 0.686 -0.70
O 1.998 2.408 -3.551 -0.22
N -0.095 -1.011 -3.185 0.00
C 1.455 1.379 2.976 -0.23
C -0.440 -3.494 2.052 -0.10
C -2.897 0.666 2.211 -0.10
C 1.096 -1.482 -3.620 -0.34
C 1.471 2.578 3.695 -0.09
C -1.221 -2.422 -4.766 -0.02
C 1.177 -2.423 -4.653 -0.01
C 3.873 2.379 4.010 -0.09
C 0.045 -1.198 2.618 -0.24
C 3.880 1.237 3.198 -0.09
C -4.186 1.070 2.575 -0.10
C -1.237 -1.467 -3.746 -0.31
C -4.218 0.638 -1.514 -0.27
C 4.292 -0.809 -0.813 -0.27
C -2.592 -0.986 -3.236 -0.30
C 2.670 3.054 4.250 -0.08
C 0.705 -1.614 3.774 -0.09
C -2.717 1.771 -3.636 -0.30
C -1.963 1.966 4.027 -0.09
C 0.210 -3.919 3.216 -0.09
C 2.367 -0.894 -2.981 -0.36
C 2.674 0.742 2.686 -0.11
C -3.250 2.404 4.365 -0.08
C -0.503 -2.132 1.736 -0.11
C 0.004 -2.903 -5.233 -0.03
C -4.362 1.956 3.645 -0.09
C -1.778 1.131 2.922 -0.21
C 0.795 -2.978 4.069 -0.08
C 2.315 -2.826 -0.803 -0.25
H 2.662 3.949 4.879 0.10
H -4.166 1.311 -0.643 0.03
H 0.138 4.300 -1.650 0.09
H 0.046 -3.622 -6.050 0.12
H 1.418 3.216 -3.522 0.02
H 4.814 0.713 2.981 0.10
H 4.809 2.744 4.441 0.10
H 4.399 -0.406 0.208 0.03
H 3.258 -1.394 -3.392 0.09
H 2.443 0.205 -3.251 0.04
H -2.632 2.802 -3.258 0.03
H 1.153 -0.870 4.438 0.11
H -0.970 -1.795 0.804 0.09
H 1.553 -3.270 -1.454 0.05
H -4.972 1.020 -2.218 0.05
H -5.041 0.682 2.021 0.10
H 1.310 -3.293 4.974 0.10
H 4.842 -1.760 -0.879 0.05
H -3.381 3.088 5.204 0.10
H -3.294 -0.860 -4.079 0.10
H 2.167 -2.763 -4.957 0.12
H -5.365 2.291 3.906 0.10
H -1.939 1.621 -4.399 0.05
H -2.173 -2.755 -5.183 0.12
H -0.903 -4.216 1.380 0.10
H 2.445 2.390 -4.413 0.08
H 1.973 -2.948 0.234 0.03
H 0.547 3.139 3.832 0.09
H -2.760 -0.010 1.359 0.09
H -1.099 2.274 4.618 0.08
H -4.515 -0.358 -1.155 0.05
H 2.688 -0.156 2.059 0.09
H -3.699 1.665 -4.117 0.05
H -3.034 -1.755 -2.576 0.10
H 0.265 -4.983 3.448 0.10
H -0.728 4.284 -2.935 0.09
H 4.728 -0.075 -1.507 0.05
H 3.271 -3.351 -0.930 0.05
```

Results
- Net charge: +1
- Kohn-Sham gap: 7.3 eV
- Lowest unoccupied orbital energy: -3.012 eV
- DFT total energy: -2406.003149 Eh